{
  "formula": "C14H11Cl8FO2",
  "method": "wB97M-V/def2-TZVPD",
  "charge": 0,
  "orbital_gap_ev": 8.0978,
  "homo_energy_ev": -7.98,
  "smiles": "ClC(Cl)(Cl)Cl.ClC(Cl)(Cl)Cl.Oc1ccc(O)cc1.Fc1ccccc1",
  "species": ["F", "C", "C", "C", "C", "C", "C", "H", "H", "H", "H", "H", "C", "C", "C", "C", "C", "C", "O", "O", "H", "H", "H", "H", "H", "H", "C", "Cl", "Cl", "Cl", "Cl", "C", "Cl", "Cl", "Cl", "Cl"],
  "xyz": [[-16.5156, 18.0361, -5.7469], [-16.3372, 19.2729, -6.2320], [-15.8017, 20.2424, -5.3990], [-15.5805, 21.5178, -5.8865], [-16.0971, 21.8809, -7.1334], [-16.6589, 20.9362, -7.9524], [-16.8074, 19.6335, -7.4806], [-15.5267, 20.0399, -4.3717], [-15.1798, 22.3300, -5.2945], [-16.1282, 22.9256, -7.4192], [-16.9608, 21.1779, -8.9623], [-17.2431, 18.9127, -8.1592], [-11.1064, 18.2020, -6.8583], [-11.6116, 17.7186, -8.0799], [-12.5870, 18.4590, -8.7217], [-13.0165, 19.7007, -8.2662], [-12.4936, 20.1996, -7.1062], [-11.5739, 19.4280, -6.4047], [-11.0723, 19.9030, -5.2270], [-13.2377, 17.8945, -9.8097], [-10.3582, 17.6756, -6.2846], [-11.2397, 16.7785, -8.4653], [-13.7010, 20.2741, -8.8779], [-12.7497, 21.1809, -6.7294], [-11.3914, 20.7612, -4.9480], [-13.0564, 16.9523, -9.7400], [-15.9707, 15.3312, -9.9475], [-16.9512, 13.8307, -10.0543], [-17.0894, 16.6530, -9.8903], [-14.8971, 15.3897, -8.5376], [-15.0626, 15.5120, -11.4343], [-18.2119, 14.8163, -5.9617], [-19.8734, 14.2303, -5.6203], [-17.4359, 15.4671, -4.5338], [-17.2383, 13.4181, -6.5404], [-18.4323, 16.1250, -7.1682]],
  "atomic_forces_ev_per_a": [[0.12, 0.01, -0.16], [-0.52, 0.99, 0.18], [0.85, 0.10, 0.34], [-1.20, 0.58, -0.52], [0.40, 0.53, 0.30], [-0.07, -0.60, 0.21], [0.24, -0.48, -0.79], [0.06, -0.39, -0.09], [0.12, -0.30, 0.36], [0.40, -0.04, -0.13], [-0.25, 0.04, 0.08], [0.02, -0.25, 0.26], [-0.47, 0.37, -0.68], [0.32, 0.65, 1.35], [-0.60, -0.80, -0.56], [0.02, -0.14, -0.80], [0.46, -0.24, 0.18], [0.05, 0.57, 0.47], [0.84, -0.64, 0.69], [0.33, 0.46, 0.15], [0.01, -0.05, -0.02], [-0.17, -0.05, -0.15], [-0.18, -0.11, 0.12], [-0.15, 0.00, -0.04], [-0.35, 0.11, -0.42], [-0.14, -0.07, -0.34], [-0.32, -0.35, -0.21], [0.59, 0.17, 0.30], [-0.41, 0.91, -0.16], [-0.26, -0.37, -0.19], [0.58, -0.24, -0.24], [-0.58, -0.15, -0.27], [0.49, -0.02, 0.23], [-0.16, -0.10, 0.10], [-0.43, 0.77, -0.01], [0.36, -0.86, 0.47]],
  "lowdin_charge": [-0.001, -0.277, -0.015, -0.095, -0.106, -0.088, -0.019, 0.119, 0.105, 0.103, 0.109, 0.067, 0.000, -0.018, -0.321, -0.013, -0.027, -0.327, 0.035, -0.025, 0.116, 0.116, 0.120, 0.111, 0.097, 0.026, -2.029, 0.506, 0.520, 0.567, 0.562, -1.968, 0.498, 0.565, 0.487, 0.500]
}



{
  "formula": "C14H11CrN5OS2",
  "method": "wB97M-V/def2-TZVPD",
  "charge": -2,
  "orbital_gap_ev": [4.3104, 6.0102],
  "homo_energy_ev": [0.23, -1.48],
  "s2": 6.132,
  "spin_multiplicity": 5,
  "species": ["Cr", "N", "C", "S", "N", "N", "C", "C", "C", "C", "C", "C", "C", "C", "C", "C", "C", "C", "N", "H", "H", "H", "H", "H", "H", "H", "H", "H", "H", "H", "O", "S", "C", "N"],
  "xyz": [[-1.8365, -2.0985, -0.1259], [-3.6598, 2.1321, 0.8182], [-2.9156, 0.9921, 0.4690], [-3.7924, -0.4830, 0.2802], [-1.6377, 1.1707, 0.3828], [-0.9370, 0.0221, 0.1133], [0.3864, 0.1844, 0.0410], [1.0463, 1.5103, 0.0793], [2.0694, 1.7789, 0.9905], [2.7144, 3.0095, 1.0106], [2.3434, 4.0069, 0.1220], [1.3140, 3.7601, -0.7819], [0.6710, 2.5344, -0.7980], [1.1488, -1.0034, -0.1171], [2.5516, -1.0686, -0.3401], [3.1655, -2.2805, -0.4928], [2.3954, -3.4635, -0.4479], [1.0309, -3.3299, -0.2855], [0.4106, -2.1618, -0.1227], [-4.6079, 2.0754, 0.4800], [-3.1857, 2.9835, 0.5506], [2.3481, 1.0096, 1.6999], [3.5025, 3.1908, 1.7332], [2.8412, 4.9698, 0.1374], [1.0087, 4.5341, -1.4772], [-0.1403, 2.3499, -1.4877], [3.1222, -0.1529, -0.4024], [4.2361, -2.3251, -0.6645], [2.8403, -4.4419, -0.5678], [0.3549, -4.1783, -0.2959], [-1.6882, -3.6553, -0.5759], [-7.0626, -4.4887, 0.0801], [-5.5489, -3.7822, 0.0194], [-4.4894, -3.3009, -0.0244]],
  "atomic_forces_ev_per_a": [[0.35, 0.50, 0.03], [0.00, -0.04, -0.07], [-0.04, 0.00, 0.15], [0.25, -0.31, -0.07], [0.02, 0.05, -0.10], [-0.01, -0.01, -0.01], [0.16, -0.17, -0.03], [-0.01, 0.01, 0.06], [-0.04, 0.01, -0.04], [0.00, 0.00, 0.01], [0.00, 0.01, 0.00], [-0.01, -0.01, 0.00], [0.04, -0.03, 0.02], [-0.18, 0.18, 0.00], [0.02, 0.00, 0.01], [-0.04, 0.02, 0.00], [0.01, 0.02, 0.01], [0.04, 0.02, 0.02], [-0.15, -0.20, 0.04], [-0.01, 0.02, 0.00], [0.01, 0.01, 0.00], [0.01, -0.02, 0.00], [0.00, 0.00, 0.00], [0.00, 0.00, 0.00], [0.00, 0.00, 0.00], [-0.02, -0.01, -0.01], [0.01, 0.03, 0.00], [0.00, 0.01, 0.00], [-0.01, 0.00, 0.00], [0.01, -0.01, -0.02], [-0.11, 0.06, -0.08], [-0.03, -0.01, 0.00], [0.06, -0.04, -0.01], [-0.34, -0.06, 0.08]],
  "lowdin_charge": [0.622, 0.006, -0.929, 0.542, -0.044, -0.080, -0.239, -0.176, -0.055, -0.113, -0.132, -0.108, -0.040, -0.232, -0.058, -0.130, -0.117, -0.167, 0.005, 0.039, 0.059, 0.114, 0.087, 0.082, 0.088, 0.108, 0.092, 0.082, 0.071, 0.081, -0.573, 0.198, -1.027, -0.055]
}



{
  "formula": "C14H11F5PPtSe3Te",
  "method": "wB97M-V/def2-TZVPD",
  "charge": 1,
  "orbital_gap_ev": [6.9356, 5.2868],
  "homo_energy_ev": [-11.31, -11.64],
  "s2": 6.020,
  "spin_multiplicity": 5,
  "species": ["Pt", "Se", "Se", "Te", "Se", "C", "P", "C", "C", "C", "C", "C", "C", "C", "H", "H", "H", "H", "H", "H", "H", "H", "H", "H", "H", "F", "C", "C", "C", "F", "C", "F", "C", "F", "C", "F"],
  "xyz": [[0.6689, -0.5601, 0.5151], [-0.9665, -2.3913, 0.0069], [0.2094, -3.9010, -1.1687], [2.7027, -3.4842, -0.6837], [2.9572, -1.1244, -0.7502], [-1.3780, 2.2001, -0.0089], [-0.0857, 1.2097, -0.7553], [1.1898, 2.3592, -1.2926], [-0.7532, 0.4511, -2.2378], [0.1055, 0.1194, -3.2873], [-0.3724, -0.5840, -4.3819], [-1.7080, -0.9624, -4.4353], [-2.5693, -0.6384, -3.3958], [-2.0928, 0.0616, -2.2960], [-2.1909, 1.5694, 0.3454], [-1.7527, 2.9183, -0.7403], [-0.9608, 2.7224, 0.8495], [0.8006, 2.9874, -2.0953], [2.0732, 1.8316, -1.6442], [1.4758, 2.9853, -0.4461], [1.1499, 0.4054, -3.2628], [0.2939, -0.8278, -5.1993], [-2.0827, -1.5036, -5.2947], [-3.6130, -0.9220, -3.4422], [-2.7744, 0.3143, -1.4922], [1.8564, -2.6213, 2.6454], [1.3622, -1.5368, 3.2817], [0.7334, -0.5359, 2.5722], [0.2172, 0.5125, 3.3123], [-0.4359, 1.5375, 2.7312], [0.3425, 0.5864, 4.6845], [-0.1502, 1.6154, 5.3662], [0.9946, -0.4303, 5.3598], [1.1229, -0.3778, 6.6772], [1.5064, -1.5019, 4.6559], [2.1240, -2.4837, 5.3070]],
  "atomic_forces_ev_per_a": [[0.69, -0.36, 0.13], [0.15, 0.37, 0.01], [0.08, -0.18, -0.09], [-0.02, -0.35, 0.01], [-0.41, 0.33, 0.03], [-0.12, 0.19, 0.02], [-0.17, -0.24, -0.21], [0.10, 0.21, 0.07], [-0.06, -0.06, -0.17], [-0.02, -0.06, -0.08], [-0.02, 0.04, 0.02], [-0.06, -0.03, -0.02], [0.06, 0.04, 0.03], [-0.03, 0.02, -0.01], [0.00, 0.01, 0.01], [-0.03, 0.00, 0.02], [-0.03, 0.03, -0.04], [0.01, 0.03, 0.02], [0.01, -0.03, -0.02], [0.02, -0.01, -0.03], [-0.01, 0.00, 0.04], [-0.01, 0.00, 0.02], [0.02, 0.00, 0.02], [0.04, 0.00, 0.00], [0.01, -0.01, -0.02], [-0.06, 0.10, -0.12], [0.12, -0.30, 0.16], [-0.38, 0.29, -0.09], [0.00, 0.15, 0.29], [0.04, -0.12, -0.22], [0.02, 0.02, 0.15], [-0.02, 0.00, -0.05], [-0.02, 0.07, 0.21], [0.00, 0.00, -0.06], [0.12, -0.19, 0.02], [-0.02, 0.02, -0.07]],
  "lowdin_charge": [0.497, 0.234, 0.010, 0.523, 0.011, -0.225, 0.708, -0.226, -0.408, -0.098, -0.057, -0.056, -0.062, -0.120, 0.056, 0.076, 0.046, 0.074, 0.026, 0.064, 0.094, 0.115, 0.115, 0.116, 0.103, 0.023, -0.254, -0.217, -0.246, 0.055, -0.145, 0.141, -0.128, 0.156, -0.143, 0.141]
}



{
  "formula": "C14H11N3O4PbSbSe4",
  "method": "wB97M-V/def2-TZVPD",
  "charge": -1,
  "orbital_gap_ev": 5.9631,
  "homo_energy_ev": -3.86,
  "species": ["Pb", "O", "C", "O", "C", "C", "C", "C", "C", "N", "C", "O", "O", "H", "H", "H", "H", "H", "Se", "Sb", "Se", "Se", "Se", "N", "C", "N", "C", "C", "C", "C", "C", "C", "H", "H", "H", "H", "H", "H"],
  "xyz": [[0.5584, -0.0988, -0.6620], [1.8614, 3.2603, 2.1883], [0.9648, 2.4032, 1.6546], [0.3593, 2.6354, 0.6254], [0.7294, 1.2036, 2.5221], [1.1720, 1.1812, 3.8311], [0.7904, 0.1200, 4.6367], [-0.0409, -0.8456, 4.1109], [-0.4142, -0.7548, 2.7712], [-0.0076, 0.2280, 1.9742], [-1.4886, -1.6990, 2.2673], [-1.3235, -2.9860, 2.4200], [-2.5238, -1.2169, 1.8629], [1.9910, 3.9507, 1.5228], [1.7969, 1.9811, 4.1975], [1.1391, 0.0490, 5.6575], [-0.3808, -1.6832, 4.7001], [-0.3973, -3.2312, 2.7027], [1.6937, -4.0340, 3.3148], [2.8328, -3.3244, 1.2641], [3.1651, 0.4852, 0.1964], [0.9026, -2.7162, -0.3465], [3.6103, -0.9239, 2.0007], [-3.8412, 2.3449, 0.1328], [-2.9281, 1.3425, 0.3042], [-2.3120, 1.0155, -0.7908], [-2.8440, 1.8471, -1.7648], [-2.5562, 1.9294, -3.1251], [-3.2451, 2.8602, -3.8778], [-4.2073, 3.7012, -3.2984], [-4.5068, 3.6329, -1.9507], [-3.8091, 2.6928, -1.2021], [-4.4213, 2.7408, 0.8497], [-2.7709, 0.8594, 1.2554], [-1.8158, 1.2778, -3.5689], [-3.0429, 2.9447, -4.9370], [-4.7246, 4.4196, -3.9205], [-5.2488, 4.2824, -1.5056]],
  "atomic_forces_ev_per_a": [[0.46, -0.02, 0.05], [-0.28, -0.18, -0.20], [-0.13, 0.14, -0.63], [0.49, -0.09, 0.85], [-0.07, -0.01, -0.15], [-0.02, 0.01, 0.00], [-0.01, -0.03, -0.04], [0.14, -0.05, -0.09], [0.16, -0.10, 0.04], [-0.24, 0.23, 0.27], [-0.09, 0.24, -0.08], [0.01, -0.09, 0.18], [0.10, -0.10, -0.08], [0.00, 0.02, 0.01], [0.00, -0.01, 0.01], [-0.01, 0.01, 0.02], [0.01, -0.05, 0.02], [0.22, -0.13, -0.10], [-0.20, 0.13, 0.13], [0.09, 0.06, -0.20], [-0.10, 0.03, -0.21], [-0.14, 0.02, 0.11], [-0.25, -0.09, 0.13], [-0.02, 0.05, -0.03], [0.02, -0.04, 0.06], [-0.16, -0.02, -0.05], [0.05, 0.00, 0.00], [0.00, 0.00, 0.00], [-0.03, 0.02, 0.01], [0.01, 0.00, -0.01], [0.02, -0.01, -0.02], [-0.03, 0.05, 0.02], [0.02, -0.02, -0.02], [0.02, -0.02, 0.03], [0.02, -0.01, 0.00], [0.01, 0.01, -0.03], [-0.01, 0.01, -0.01], [-0.02, 0.02, 0.01]],
  "lowdin_charge": [0.636, 0.086, -0.555, 0.000, -0.261, -0.010, -0.031, -0.010, -0.192, 0.103, -0.535, 0.065, 0.082, 0.131, 0.120, 0.116, 0.116, -0.064, -0.250, 0.117, -0.166, -0.255, -0.203, 0.121, -0.161, 0.067, -0.240, -0.016, -0.105, -0.112, -0.035, -0.206, 0.150, 0.102, 0.107, 0.093, 0.092, 0.101]
}



Question: Which formula does entry 1 have?
Answer: C14H11Cl8FO2